C2H14O5 | ωB97M-V/def2-TZVPD

Structure (ORCA input):
```
! RIJCOSX wB97M-V def2-TZVPD def2/J DEFGRID3
* xyz 0 1
C -1.12314 -1.99966 2.14101
C -2.18551 -1.18107 2.40495
H -1.34239 -3.15687 1.86762
H -0.12340 -1.89364 2.63313
H -3.14073 -1.47925 1.80996
H -1.92454 -0.35748 3.01094
O 1.31735 0.02731 -1.75407
H 2.25825 0.09904 -1.92039
H 1.06984 -0.21228 -0.80738
O 0.93126 -0.39972 0.73685
H 0.01325 -0.61855 0.77827
H 1.23517 -0.18146 1.65272
O 3.25595 2.15390 -2.32305
H 2.36389 2.47010 -1.84129
H 2.82725 1.65585 -3.04707
O -0.61278 2.40338 0.07861
H -1.16505 1.72584 0.55408
H -0.60136 1.98101 -0.77484
O -1.12591 -0.01810 -1.49982
H -0.31974 -0.18237 -2.09500
H -1.60765 -0.83597 -1.60524
*
```

Results
SMILES: C=C.O.O.O.O.O
F_max: 4.3 eV/A
Kohn-Sham gap: 11.194 eV
Energy: -12536.460 eV
ΔE to the lowest compared entry with this formula, charge and spin: 260.3 kJ/mol
LUMO: 0.017 Eh

***

C4H16BCl2CrN4O16 | ωB97M-V/def2-TZVPD

Structure (ORCA input):
```
! RIJCOSX wB97M-V def2-TZVPD def2/J DEFGRID3
* xyz -1 5
Cr 0.99659 -0.37150 0.14813
Cl 2.12030 3.28046 1.00085
O 2.85348 3.86892 -0.08094
O 0.75297 3.79220 0.96014
O 2.00736 1.84970 0.85687
O 2.75245 3.60851 2.21254
Cl 4.08283 -1.29098 2.05311
O 5.09874 -0.59099 1.34013
O 4.52197 -2.62139 2.34962
O 3.79920 -0.65534 3.32961
O 2.86390 -1.31446 1.25751
B 1.88633 -1.12333 -1.97107
H 1.45593 -0.08026 -1.90677
H 1.48576 -1.57899 -2.94196
H 3.02404 -1.00206 -1.92603
H 1.46031 -1.68123 -1.08926
C -2.12019 2.10446 2.01376
N -1.80562 0.74811 1.53391
O -2.68855 -0.07418 1.50896
O -0.68913 0.58652 1.08781
H -2.75147 2.00650 2.89676
H -2.66495 2.71397 1.29785
H -1.24546 2.65120 2.36104
C -3.42056 -1.30675 -1.70310
N -2.00567 -1.14927 -2.06063
O -1.65005 -1.38421 -3.18685
O -1.20951 -0.87277 -1.17539
H -3.99464 -1.50333 -2.60087
H -3.71471 -0.38019 -1.21462
H -3.44501 -2.11215 -0.97217
C -0.60542 3.81834 -1.88663
N -0.43520 2.38724 -2.09689
O -0.59552 1.88990 -3.20738
O -0.15652 1.64677 -1.16694
H -1.04348 4.29576 -2.76184
H 0.36375 4.27983 -1.70944
H -1.32499 4.04781 -1.10485
C -0.44856 -4.70840 1.21937
N -0.70973 -3.22343 1.18352
O -1.76568 -2.89218 1.68591
O 0.15374 -2.50986 0.74880
H 0.16633 -4.86496 0.33708
H -1.38800 -5.25315 1.23983
H 0.03266 -5.03085 2.14053
*
```

Results
F_max: 3.2 eV/A
Kohn-Sham gap (alpha / beta): 7.484 / 7.422 eV
<S²>: 6.011
Energy: -97244.121 eV
ΔE to the lowest compared entry with this formula, charge and spin: 171.8 kJ/mol
LUMO (alpha / beta): 0.047 / 0.045 Eh

***

C3H8NO2 | ωB97M-V/def2-TZVPD

Structure (ORCA input):
```
! RIJCOSX wB97M-V def2-TZVPD def2/J DEFGRID3
* xyz -1 1
N 1.00399 1.22100 0.40488
C -0.02033 0.34819 -0.25252
C 0.46158 -0.73358 -1.29014
O -0.61733 -1.41637 -1.76028
C -0.75829 -0.43825 0.80833
O -1.14225 0.33608 2.00353
H 1.93233 0.83171 0.52243
H 1.22276 1.99933 -0.19677
H -0.53767 1.10484 -0.83776
H 1.07886 -0.17699 -2.04074
H 1.20887 -1.39127 -0.81118
H -1.63737 -0.86002 0.34074
H -0.09387 -1.21136 1.19856
H -2.10128 0.38668 1.91091
*
```

Results
SMILES: N[C@@H](C[O-])CO
F_max: 1.9 eV/A
Kohn-Sham gap: 6.432 eV
Energy: -8824.749 eV
ΔE to the lowest compared entry with this formula, charge and spin: 293.6 kJ/mol
LUMO: 0.148 Eh

***

C5H12NO2PS | ωB97M-V/def2-TZVPD

Structure (ORCA input):
```
! RIJCOSX wB97M-V def2-TZVPD def2/J DEFGRID3
* xyz 0 1
C -1.61410 0.57011 1.39966
N -2.01392 0.40414 0.05095
C -3.45235 0.56630 -0.16614
P -1.10519 -0.55022 -1.02399
S -0.69662 -2.43448 0.06351
O 0.48388 -0.00055 -1.14141
C 1.49357 0.02897 -0.18358
C 2.82704 0.34429 -0.94110
C 4.03593 0.01075 -0.14792
O 3.97053 -0.15799 1.03554
H -0.51284 0.98713 1.31357
H -2.38939 1.20175 1.93258
H -1.75490 -0.47210 1.96428
H -3.98659 -0.42748 -0.24633
H -3.75174 1.28233 0.53740
H -3.62312 1.00547 -1.09496
H -1.40406 -3.21981 -0.68594
H 1.67179 -1.02884 0.27093
H 1.32924 0.70881 0.73453
H 2.69099 -0.01767 -2.00289
H 2.77054 1.50407 -1.02525
H 5.03132 -0.30497 -0.64345
*
```

Results
SMILES: CN(C)P(S)OCCC=O
F_max: 3.6 eV/A
Kohn-Sham gap: 9.570 eV
Energy: -31087.295 eV
ΔE to the lowest compared entry with this formula, charge and spin: 328.0 kJ/mol
LUMO: 0.027 Eh

***

C3H3Br3 | ωB97M-V/def2-TZVPD

Structure (ORCA input):
```
! RIJCOSX wB97M-V def2-TZVPD def2/J DEFGRID3
* xyz 0 1
C 0.18272 -0.30192 -0.07026
C 0.94856 0.35456 0.77489
C -1.47042 0.06993 -0.15362
Br 2.77641 -0.09395 0.98077
Br -1.71892 1.90125 0.49489
Br -2.34536 -1.25316 0.86679
H 0.48434 -0.95767 -0.81534
H 0.47596 1.20131 1.23643
H -1.90445 -0.13034 -1.22438
*
```

Results
F_max: 4.1 eV/A
Kohn-Sham gap: 10.060 eV
Energy: -213285.417 eV
ΔE to the lowest compared entry with this formula, charge and spin: 93.2 kJ/mol
LUMO: 0.013 Eh

***

C12H30BeFN2O4Pb | ωB97M-V/def2-TZVPD

Structure (ORCA input):
```
! RIJCOSX wB97M-V def2-TZVPD def2/J DEFGRID3
* xyz 3 1
Be -6.97486 21.36989 23.53398
Pb -10.07002 16.93123 23.67695
F -8.42965 19.08747 21.59271
C -4.12074 19.14716 24.85088
O -4.14546 19.68539 23.50028
C -3.65873 18.67487 22.49528
C -3.60947 19.37483 21.15297
N -4.92959 19.87185 20.68646
C -4.74264 20.59226 19.39900
C -4.82960 19.79624 18.05549
O -5.80462 18.83172 18.23464
C -7.20045 19.01066 18.06120
H -3.14983 18.99712 25.32304
H -4.81627 18.33851 25.07544
H -4.49953 19.98691 25.43349
H -4.39813 17.87790 22.41627
H -2.62884 18.39672 22.71904
H -3.13809 18.66468 20.47356
H -2.94422 20.22112 21.32424
H -5.43459 19.01529 20.50926
H -3.82653 21.18094 19.35108
H -5.58904 21.27802 19.43690
H -3.88690 19.30907 17.80634
H -5.08891 20.47394 17.24210
H -7.53507 19.27885 17.05910
H -7.46853 19.88702 18.65133
H -7.87379 18.22451 18.40278
C -7.28629 15.01010 22.05559
O -7.91449 15.08126 23.36374
C -7.26329 14.22744 24.35129
C -7.80289 14.87891 25.66361
N -9.31561 14.82855 25.82889
C -9.83207 15.53911 26.92161
C -11.37278 15.88088 26.87535
O -11.65780 16.58448 25.69951
C -12.97472 17.00856 25.47609
H -7.64160 15.79963 21.39340
H -7.33203 14.06013 21.52308
H -6.24605 15.33524 22.03911
H -6.18648 14.30623 24.20170
H -7.61037 13.19620 24.28660
H -7.47412 15.91806 25.65086
H -7.20742 14.51116 26.49923
H -9.36608 13.95806 26.33858
H -9.45333 16.51360 27.22988
H -9.78451 14.84594 27.76146
H -11.51651 16.45479 27.79081
H -12.02292 15.01427 26.75531
H -13.21264 17.85612 26.11885
H -13.65233 16.17848 25.67587
H -13.18782 17.34755 24.46229
*
```

Results
F_max: 4.2 eV/A
Kohn-Sham gap: 3.210 eV
Energy: -32427.593 eV
ΔE to the lowest compared entry with this formula, charge and spin: 733.6 kJ/mol
LUMO: -0.508 Eh

***

C11H15NO | ωB97M-V/def2-TZVPD

Structure (ORCA input):
```
! RIJCOSX wB97M-V def2-TZVPD def2/J DEFGRID3
* xyz 1 2
C -1.29690 -3.13029 -0.41360
C 0.95645 -1.66687 -0.53748
C -0.24994 -2.14983 0.00277
C 0.29482 -0.06521 0.86461
C -0.59218 -1.14626 0.95706
C 0.30131 1.05620 1.72378
C -1.43372 -1.21972 2.12528
C -0.56694 0.89565 2.77896
C -1.32395 -0.23815 3.06448
N 1.28005 -0.46753 -0.07804
H 1.45360 -2.09234 -1.40537
H 2.08281 0.10962 -0.27882
H -1.00881 -3.68881 -1.28846
H -2.28158 -2.69096 -0.38422
H 0.91536 1.94464 1.59055
H -2.11686 -2.05995 2.13995
H -0.49048 1.70389 3.52098
H -1.79102 -0.38808 4.03750
H -1.40265 -3.97708 0.31764
C 0.77950 2.83499 -2.96985
C 1.77324 1.98800 -2.13759
O -0.45030 2.15174 -3.12853
H 0.68942 3.80449 -2.52722
H 1.06193 2.77999 -4.03168
H 2.78416 2.36018 -2.20770
H -0.83986 1.77900 -2.33678
H 1.79537 0.93885 -2.44613
H 1.28451 2.08460 -1.15698
*
```

Results
F_max: 3.0 eV/A
Kohn-Sham gap (alpha / beta): 9.507 / 6.080 eV
<S²>: 0.768
Energy: -15179.237 eV
ΔE to the lowest compared entry with this formula, charge and spin: 147.2 kJ/mol
LUMO (alpha / beta): -0.133 / -0.260 Eh

***

C7H9N | ωB97M-V/def2-TZVPD

Structure (ORCA input):
```
! RIJCOSX wB97M-V def2-TZVPD def2/J DEFGRID3
* xyz 0 1
C -1.27998 2.22409 -0.16089
C -0.70338 1.27918 0.53661
C -0.20715 -0.10839 -0.05074
C -1.05492 -1.39086 0.44250
C -0.25030 -0.48000 -1.56891
N -0.44181 -0.79848 -2.65592
C 1.13516 -0.41573 0.51669
C 2.24272 -0.43275 -0.32395
H -1.47154 1.77624 -1.13304
H -1.32641 3.37044 0.21520
H -0.22743 1.14223 1.69054
H -0.08642 -2.15448 0.21912
H -1.09665 -1.19173 1.49145
H -2.10341 -1.55155 0.28363
H 1.31863 -0.43739 1.58693
H 3.20621 -0.48594 0.37340
H 2.34669 -0.34487 -1.46261
*
```

Results
SMILES: C=CC(C)(C#N)C=C
F_max: 5.1 eV/A
Kohn-Sham gap: 10.888 eV
Energy: -8890.024 eV
ΔE to the lowest compared entry with this formula, charge and spin: 495.2 kJ/mol
LUMO: 0.028 Eh

***

C3H5NO3 | ωB97M-V/def2-TZVPD

Structure (ORCA input):
```
! RIJCOSX wB97M-V def2-TZVPD def2/J DEFGRID3
* xyz 0 1
C 0.71705 -0.22754 -1.15210
O 1.35785 0.73011 -0.34041
C 0.43078 0.99309 0.71533
C -0.72574 0.10040 0.31425
N -0.88660 -1.17128 0.93048
O -1.90762 -0.04848 0.93590
O -0.66138 0.07130 -1.07878
H 0.84256 -1.23392 -0.70892
H 1.07941 -0.20547 -2.17611
H 0.13952 2.04853 0.70137
H 0.84238 0.71785 1.68979
H -1.22821 -1.77460 0.16922
*
```

Results
SMILES: C1OC[C@]2(NO2)O1
F_max: 0.6 eV/A
Kohn-Sham gap: 11.553 eV
Energy: -10821.210 eV
ΔE to the lowest compared entry with this formula, charge and spin: 432.0 kJ/mol
LUMO: 0.034 Eh

***

C4H11NO2 | ωB97M-V/def2-TZVPD

Structure (ORCA input):
```
! RIJCOSX wB97M-V def2-TZVPD def2/J DEFGRID3
* xyz 0 1
C -2.68170 -1.11696 -1.64987
C -2.62832 0.30940 -1.17603
O -3.32237 1.27681 -1.37432
O -1.65646 0.41347 -0.26092
H -3.31082 -1.24492 -2.53452
H -3.20963 -1.56972 -0.80644
H -1.68061 -1.49202 -1.68706
H -1.95867 1.23731 0.29607
C 1.19827 -0.51733 0.72035
C 2.51969 -0.07861 1.31519
N 2.75027 1.44100 1.20170
H 1.37486 -1.46552 0.06292
H 1.08334 0.20780 -0.10186
H 0.40937 -0.55412 1.49314
H 2.67178 -0.11617 2.38678
H 3.33766 -0.35650 0.67870
H 3.23150 1.69383 0.33890
H 1.87186 1.93225 1.09727
*
```

Results
SMILES: CC(=O)O.CCN
F_max: 3.4 eV/A
Kohn-Sham gap: 9.776 eV
Energy: -9910.565 eV
ΔE to the lowest compared entry with this formula, charge and spin: 161.8 kJ/mol
LUMO: 0.021 Eh

***

C48H49NO3P3RuS3 | ωB97M-V/def2-TZVPD

Structure (ORCA input):
```
! RIJCOSX wB97M-V def2-TZVPD def2/J DEFGRID3
* xyz 3 5
Ru -0.67145 1.11182 0.06452
O -1.74759 -1.08792 -2.05277
S -0.85722 -1.02904 -0.89827
C 0.53310 -2.15337 -1.28349
C 0.00566 -3.27704 -1.90150
C 0.78032 -4.39815 -2.16657
C 2.10368 -4.41053 -1.77914
C 2.65935 -3.27643 -1.21510
C 1.92758 -2.08608 -1.02056
P 3.00230 -0.79637 -0.37021
C 4.70948 -1.12071 -0.80414
C 5.68907 -0.73855 0.11437
C 7.02638 -0.80241 -0.24029
C 7.38804 -1.22420 -1.51229
C 6.41470 -1.58275 -2.43898
C 5.07646 -1.54011 -2.09323
C 2.82832 0.95219 -0.78969
C 2.61782 1.88671 0.22364
C 2.77402 3.24536 -0.03919
C 3.13281 3.66946 -1.30778
C 3.35985 2.73652 -2.31830
C 3.23204 1.38374 -2.05974
C -1.64957 -1.93564 0.42414
C -2.60338 -2.88119 0.08253
C -3.24394 -3.57038 1.10245
C -2.93574 -3.30417 2.43104
C -2.00544 -2.32689 2.75698
C -1.35406 -1.62678 1.74641
P -0.20346 -0.27570 2.10660
C 1.38004 -1.07662 2.47166
C 2.41732 -0.33184 3.04763
C 3.61091 -0.94828 3.38603
C 3.78955 -2.30430 3.13374
C 2.76769 -3.04516 2.55667
C 1.56263 -2.43773 2.23051
C -0.78086 0.40443 3.67939
C -0.18994 0.05470 4.89371
C -0.74590 0.49900 6.08546
C -1.89542 1.27378 6.07404
C -2.49934 1.60482 4.86665
C -1.94204 1.17763 3.67478
H -1.03757 -3.27636 -2.18307
H 0.33301 -5.26122 -2.64081
H 2.71520 -5.29035 -1.92614
H 3.69834 -3.31129 -0.92951
H 5.40814 -0.39574 1.10122
H 7.78676 -0.52010 0.47463
H 8.43304 -1.27007 -1.78752
H 6.70010 -1.89690 -3.43375
H 4.32780 -1.81847 -2.82352
H 2.40145 1.56274 1.23118
H 2.63918 3.96355 0.75759
H 3.26975 4.72378 -1.50875
H 3.66994 3.06293 -3.30212
H 3.47252 0.67401 -2.84024
H -2.86800 -3.04550 -0.95327
H -3.99803 -4.30596 0.85760
H -3.44396 -3.84174 3.22009
H -1.80617 -2.09271 3.79511
H 2.27206 0.71449 3.29121
H 4.39367 -0.37742 3.86838
H 4.71827 -2.78687 3.40812
H 2.89835 -4.10514 2.38318
H 0.76558 -3.03297 1.80202
H 0.69046 -0.57174 4.92694
H -0.28240 0.22814 7.02420
H -2.32597 1.61397 7.00609
H -3.40687 2.19341 4.86058
H -2.42236 1.42139 2.73468
N -0.24561 1.88189 -2.08710
C -0.41590 1.11185 -3.29921
C -1.57003 1.30710 -4.04117
C -1.78690 0.55610 -5.18537
C -0.85241 -0.38681 -5.58992
C 0.30107 -0.57541 -4.84250
C 0.51953 0.17021 -3.69319
H -0.92571 2.64126 -2.09057
H 0.68346 2.29328 -2.02374
H -2.30509 2.03638 -3.71887
H -2.68720 0.71165 -5.76375
H -1.01988 -0.96651 -6.48687
H 1.03720 -1.30264 -5.15982
H 1.41232 0.00973 -3.10494
C -3.73267 4.66695 2.97022
C -4.59363 4.15823 1.83984
C -5.19720 2.79440 2.06320
O -3.78473 4.18649 0.58138
P -2.69173 3.30577 -0.04582
S -3.03101 1.34273 -0.36465
S -0.90077 3.22945 0.97980
O -2.43031 3.92692 -1.45560
C -2.44130 5.37236 -1.87650
C -3.86318 5.83777 -2.06949
C -1.62970 6.20552 -0.91380
H -4.33137 4.70759 3.88036
H -3.36206 5.67055 2.76710
H -2.88392 4.00351 3.14815
H -5.37348 4.87655 1.59629
H -4.43691 2.04991 2.30385
H -5.76207 2.45789 1.19466
H -5.88546 2.85917 2.90586
H -1.93989 5.30497 -2.84094
H -4.37465 5.98181 -1.11977
H -4.42671 5.13430 -2.68063
H -3.84018 6.79352 -2.59356
H -2.09779 6.24267 0.07171
H -1.58063 7.22626 -1.29203
H -0.61038 5.83063 -0.81462
*
```

Results
F_max: 0.6 eV/A
Kohn-Sham gap (alpha / beta): 6.874 / 5.363 eV
<S²>: 6.034
Energy: -121135.745 eV
ΔE to the lowest compared entry with this formula, charge and spin: 0.0 kJ/mol
LUMO (alpha / beta): -0.310 / -0.376 Eh

***

C7H14 | ωB97M-V/def2-TZVPD

Structure (ORCA input):
```
! RIJCOSX wB97M-V def2-TZVPD def2/J DEFGRID3
* xyz -1 2
C -0.13833 -0.39886 2.83443
C -0.10058 -1.31052 1.56154
C 0.73729 -0.82392 0.36624
C 0.14964 0.05221 -0.70827
C 0.54748 -0.12583 -2.06291
C 0.30065 0.97694 -3.05816
C -0.97645 0.97850 -0.33875
H -0.84716 0.41894 2.64279
H 0.86252 -0.12033 3.08816
H -0.58545 -1.05751 3.66804
H -1.15758 -1.61403 1.32679
H 0.34384 -2.28614 2.00845
H 1.49410 -1.49945 0.02449
H 1.77444 0.23150 1.80725
H 1.18427 -0.97114 -2.39572
H 0.04830 0.62574 -4.04050
H 1.12942 1.79771 -3.19387
H -0.68396 1.50840 -2.77212
H -0.50234 1.93249 -0.00534
H -1.66901 0.69705 0.42888
H -1.91110 0.98824 -1.18142
*
```

Results
F_max: 3.8 eV/A
Kohn-Sham gap (alpha / beta): 4.932 / 6.258 eV
<S²>: 0.779
Energy: -7480.835 eV
ΔE to the lowest compared entry with this formula, charge and spin: 294.5 kJ/mol
LUMO (alpha / beta): 0.152 / 0.152 Eh